1.
DFT (wB97M-V/def2-TZVPD) results for one molecule with the formula C6H15NO.

As for the orbital gap: 9.643 eV. Its energy is -9999.836 eV. The value obtained for the HOMO energy is -0.3216 Ha. The molar mass is 117.19 g/mol. Its SMILES is CC(C)CCNCO.

```
23
Properties=species:S:1:pos:R:3:lowdin_charge:R:1
C -1.16 1.22 1.63 -0.06
C -0.04 0.07 1.27 -0.40
C 0.50 -0.48 2.61 -0.10
C -0.56 -0.87 0.16 -0.18
C -0.79 -0.20 -1.29 -0.21
N 0.03 -0.84 -2.32 -0.08
C 1.28 -0.21 -2.25 -0.24
O 1.08 1.27 -2.12 -0.11
H -1.81 1.63 0.83 0.07
H -1.89 0.79 2.27 0.05
H -0.70 1.97 2.19 0.04
H 0.88 0.67 0.78 0.15
H 1.63 -0.07 2.93 0.13
H -0.01 -0.48 3.50 0.01
H 0.67 -1.61 2.23 0.10
H -1.47 -1.44 0.28 0.09
H 0.22 -1.67 0.20 0.10
H -0.67 0.89 -1.29 0.09
H -1.89 -0.42 -1.44 0.12
H -0.40 -1.17 -3.22 0.14
H 1.97 -0.39 -3.05 0.11
H 1.63 -0.37 -1.09 0.15
H 1.50 1.73 -2.82 0.04
```

=====

2.
DFT (wB97M-V/def2-TZVPD) results for C34H32BrIrN3O3P2 as an isolated structure.

As for the orbital gap (alpha / beta): 7.874 / 6.063 eV. The multiplicity is 2. Its energy is -137836.601 eV. As for the net charge: +2. The value obtained for the HOMO energy (alpha / beta) is -0.5150 / -0.5154 Ha. The molar mass is 864.72 g/mol.

```
76
Properties=species:S:1:pos:R:3:mulliken_spin:R:1
Ir 2.16 -0.07 -1.08 0.01
N 3.29 1.31 0.07 0.00
C 3.11 0.89 1.50 0.00
C 2.60 -0.54 1.61 0.01
O 2.16 -0.96 2.66 0.01
N 2.66 -1.21 0.42 -0.01
C 2.23 -2.60 0.28 0.00
C 1.31 -2.76 -0.93 0.00
O 0.71 -3.78 -1.14 0.00
O 1.23 -1.71 -1.76 0.00
H 4.27 1.21 -0.18 0.00
H 3.08 2.30 -0.02 0.00
H 2.38 1.55 1.97 0.00
H 4.04 0.98 2.06 0.00
H 1.74 -2.98 1.17 0.00
H 3.09 -3.24 0.10 0.00
Br 3.14 1.71 -7.51 0.00
C 2.80 1.34 -5.72 0.00
C 3.40 0.25 -5.09 0.00
C 3.11 0.01 -3.77 0.00
N 2.27 0.78 -3.04 0.00
C 1.71 1.82 -3.65 0.00
C 1.94 2.14 -4.98 0.00
H 4.07 -0.41 -5.62 0.00
H 3.55 -0.84 -3.27 0.00
H 1.03 2.43 -3.08 0.00
H 1.46 3.00 -5.42 0.00
C -0.99 -0.47 0.29 0.13
P 0.13 0.69 -0.62 -0.04
C -0.93 0.96 -2.05 0.01
C -0.97 -0.02 -3.05 0.00
C -1.82 0.16 -4.13 0.00
C -2.60 1.30 -4.23 0.00
C -2.56 2.26 -3.23 0.00
C -1.73 2.09 -2.14 0.00
C 0.20 2.23 0.32 -0.03
C -0.16 2.32 1.66 0.00
C -0.04 3.52 2.35 0.01
C 0.45 4.64 1.70 0.00
C 0.82 4.57 0.36 0.00
C 0.70 3.37 -0.33 0.00
P -0.91 -1.10 2.00 0.33
C -0.66 -2.85 2.15 0.14
C -1.21 -3.71 1.20 0.04
C -1.11 -5.08 1.39 0.00
C -0.49 -5.58 2.52 0.01
C 0.06 -4.72 3.47 0.00
C -0.02 -3.35 3.29 0.05
C -2.38 -0.62 2.85 0.06
C -2.82 -1.45 3.90 0.09
C -3.94 -1.10 4.64 -0.04
C -4.62 0.08 4.35 0.10
C -4.18 0.91 3.32 -0.03
C -3.07 0.58 2.58 0.07
H -1.08 -1.34 -0.38 0.01
H -1.95 0.06 0.23 -0.01
H -0.36 -0.91 -2.97 0.00
H -1.86 -0.60 -4.91 0.00
H -3.25 1.43 -5.09 0.00
H -3.18 3.15 -3.31 0.00
H -1.71 2.85 -1.36 0.00
H -0.50 1.45 2.20 0.03
H -0.32 3.57 3.39 0.00
H 0.54 5.58 2.24 0.00
H 1.20 5.44 -0.14 0.00
H 0.99 3.33 -1.37 0.00
H -1.70 -3.34 0.31 0.00
H -1.52 -5.76 0.65 0.00
H -0.41 -6.65 2.66 0.00
H 0.55 -5.12 4.35 0.00
H 0.42 -2.68 4.01 0.00
H -2.30 -2.37 4.13 0.01
H -4.28 -1.75 5.43 0.00
H -5.49 0.35 4.92 0.00
H -4.72 1.82 3.10 0.00
H -2.75 1.24 1.79 0.01
```

=====

3.
DFT (wB97M-V/def2-TZVPD) results for C39H41BCl2MgN6OS2Te as an isolated structure.

As for the orbital gap: 6.985 eV. Its energy is -112232.941 eV. The value obtained for the HOMO energy is -0.2488 Ha. The molar mass is 907.55 g/mol.

```
94
Properties=species:S:1:pos:R:3:lowdin_charge:R:1
Mg 0.14 -0.28 0.07 0.33
C -0.89 5.08 -0.29 -0.02
C -0.45 3.89 0.50 -0.26
C -0.16 3.81 1.84 0.03
C 0.23 2.47 2.07 -0.26
N 0.14 1.78 0.94 0.06
N -0.26 2.66 -0.03 0.03
B -0.38 2.26 -1.50 -0.50
N -1.58 1.30 -1.70 0.04
N -1.75 0.15 -0.98 0.07
C -2.90 -0.39 -1.39 -0.23
C -3.49 0.44 -2.36 0.03
C -2.63 1.50 -2.53 -0.26
C -2.77 2.67 -3.45 -0.01
C -3.44 -1.69 -0.95 -0.17
C -4.60 -2.20 -1.55 -0.04
C -5.10 -3.44 -1.17 -0.09
C -4.47 -4.18 -0.19 -0.09
C -3.32 -3.69 0.41 -0.06
C -2.82 -2.45 0.03 -0.07
N 0.95 1.62 -1.97 0.04
N 1.58 0.60 -1.30 0.06
C 2.70 0.34 -1.97 -0.24
C 2.81 1.22 -3.06 0.03
C 1.68 2.00 -3.03 -0.26
C 1.30 3.10 -3.97 -0.01
C 3.64 -0.76 -1.66 -0.16
C 3.30 -1.83 -0.84 -0.04
C 4.17 -2.90 -0.69 -0.06
C 5.40 -2.91 -1.34 -0.08
C 5.76 -1.83 -2.13 -0.08
C 4.89 -0.77 -2.29 -0.04
C 0.67 1.92 3.36 -0.19
C -0.01 2.27 4.52 -0.06
C 0.39 1.77 5.75 -0.09
C 1.49 0.92 5.83 -0.08
C 2.19 0.59 4.68 -0.10
C 1.78 1.09 3.45 -0.09
H -0.97 5.94 0.38 0.08
H -1.86 4.92 -0.76 0.08
H -0.17 5.33 -1.07 0.08
H -0.17 4.61 2.56 0.12
H -0.58 3.24 -2.15 0.11
H -4.43 0.30 -2.87 0.11
H -3.70 2.57 -4.01 0.08
H -1.94 2.72 -4.16 0.07
H -2.79 3.61 -2.90 0.08
H -5.11 -1.64 -2.32 0.10
H -6.00 -3.82 -1.66 0.10
H -4.87 -5.15 0.11 0.10
H -2.80 -4.25 1.18 0.11
H -1.91 -2.09 0.50 -0.02
H 3.60 1.27 -3.79 0.11
H 2.07 3.21 -4.73 0.08
H 1.19 4.05 -3.44 0.08
H 0.35 2.89 -4.47 0.07
H 2.34 -1.85 -0.35 0.07
H 3.88 -3.74 -0.06 0.09
H 6.07 -3.76 -1.22 0.10
H 6.72 -1.82 -2.63 0.10
H 5.19 0.07 -2.90 0.10
H -0.88 2.92 4.46 0.11
H -0.16 2.04 6.65 0.10
H 1.79 0.51 6.79 0.10
H 3.05 -0.06 4.74 0.09
H 2.33 0.85 2.56 0.11
Te 0.19 -1.83 2.30 0.91
C 1.89 -3.07 2.40 -1.02
C 3.08 -2.85 3.04 -0.25
C 3.90 -4.02 3.12 -0.21
C 3.32 -5.11 2.55 -0.45
S 1.78 -4.72 1.91 0.89
H 3.36 -1.89 3.44 0.08
H 4.87 -4.04 3.60 0.10
H 3.71 -6.12 2.47 0.06
O 0.15 -2.00 -1.31 -0.60
S 0.22 -1.81 -2.81 1.00
C 1.51 -2.96 -3.39 -0.30
C 0.91 -3.73 -4.55 -0.23
C -0.51 -4.10 -4.10 -0.22
C -1.12 -2.81 -3.54 -0.28
H 1.70 -3.59 -2.52 0.11
H 2.41 -2.39 -3.63 0.09
H 1.51 -4.61 -4.79 0.12
H 0.87 -3.10 -5.44 0.12
H -0.46 -4.85 -3.32 0.12
H -1.11 -4.50 -4.92 0.11
H -1.85 -2.97 -2.75 0.08
H -1.57 -2.19 -4.32 0.09
Cl -3.44 1.03 5.07 0.51
C -2.67 -0.15 4.00 -1.00
Cl -2.58 0.42 2.32 0.55
H -3.27 -1.05 4.01 0.03
H -1.66 -0.34 4.34 -0.02
```

=====

Q: Among the records above, which one has the highest energy?
A: C6H15NO

=====

Q: Which of these has the highest energy?
A: C6H15NO